(1)
Computed, not measured: one molecule with the formula C16H16N2O6S at a distorted geometry, with the ωB97M-V functional and the def2-TZVPD basis.

Structure (XYZ):
```
41
Properties=species:S:1:pos:R:3:forces:R:3
S 4.3559 0.3671 0.1985 -0.261 0.641 -0.135
O 5.3696 0.5429 -0.7981 -0.124 -0.060 -0.209
O -2.4881 -0.7497 1.2001 -0.154 0.418 -0.103
O -4.3378 0.9920 0.2867 0.176 0.364 0.327
O 4.7501 0.3039 1.5696 -0.358 -0.247 0.035
O -4.2026 -0.8297 -1.0488 0.112 -0.085 -0.171
O -6.0438 -0.3274 0.1424 0.175 0.457 0.305
N 2.0053 1.4263 0.1247 -0.993 -0.072 0.250
N 3.3034 1.6908 -0.0188 0.755 -0.115 -0.082
C 3.2641 -0.9907 -0.1874 0.456 0.348 0.187
C -2.9849 1.2767 0.1292 0.206 -0.118 -0.177
C -2.6120 2.4703 -0.4574 -0.353 -0.378 0.207
C -2.0171 0.3714 0.6020 -0.125 0.125 0.009
C 2.9825 -1.2689 -1.5090 0.041 -0.014 -0.163
C 1.1059 2.2091 -0.3223 0.971 0.196 -0.049
C -6.6950 -1.4700 -0.3957 0.017 -0.296 -0.229
C 1.8186 -2.7336 0.5481 0.058 0.037 0.003
C 2.0981 -2.2940 -1.8033 0.035 0.061 -0.002
C -1.2731 2.7869 -0.5966 0.417 -0.182 0.096
C 2.6966 -1.7046 0.8475 0.017 -0.087 0.159
C -4.7931 -0.1344 -0.2752 -0.302 -0.354 -0.298
C -0.6795 0.6922 0.4424 -0.136 -0.012 0.012
C -0.2981 1.8964 -0.1551 -0.875 -0.098 0.030
C -1.5605 -1.7256 1.6110 0.127 -0.165 0.051
C 1.5181 -3.0211 -0.7750 -0.017 -0.018 0.005
H -0.9721 -2.0920 0.7649 -0.017 0.032 0.035
H -3.3826 3.1419 -0.8010 -0.106 0.048 -0.039
H 1.3558 3.1353 -0.8509 0.056 -0.013 0.039
H 2.9578 -1.4446 1.8605 -0.031 -0.027 0.160
H -0.8889 -1.3376 2.3831 0.005 -0.019 -0.031
H 0.8303 -3.8204 -1.0078 -0.061 -0.068 -0.021
H -6.7623 -1.3952 -1.4829 -0.013 -0.011 0.092
H -7.6868 -1.4831 0.0484 0.056 0.008 -0.019
H 1.8618 -2.5264 -2.8302 -0.003 -0.012 -0.088
H 0.1051 0.0325 0.7732 0.032 -0.175 0.077
H 3.6101 2.4513 -0.6230 0.154 -0.312 -0.099
H -6.1462 -2.3779 -0.1381 -0.067 0.066 -0.014
H -0.9863 3.7211 -1.0542 0.044 0.110 -0.059
H 1.3709 -3.3107 1.3434 -0.022 -0.042 0.076
H -2.1567 -2.5386 2.0223 0.095 0.027 -0.011
H 3.4631 -0.6919 -2.2832 0.010 0.042 -0.159
```
Forces are in eV/Å.

As for the SMILES: COC(=O)Oc1ccc(/C=N/NS(=O)(=O)c2ccccc2)cc1OC. Its HOMO-LUMO gap is 8.746 eV. As for the multiplicity: 1. The HOMO energy comes out at -8.402 eV. The net charge is 0. The relative energy (zero: lowest compared OMol25 entry of this formula, charge and spin) comes out at 2.340 eV.

Löwdin atomic charge list, values in e, 2 entries: number 1, S, carries 0.68; number 2, O, carries -0.30

(2)
Computed, not measured: C16H16N2PdS2 as an isolated structure, with the ωB97M-V functional and the def2-TZVPD basis.

Structure (XYZ):
```
37
Properties=species:S:1:pos:R:3:forces:R:3
Pd -0.4203 -0.6541 0.9629 0.228 -0.153 -0.384
S -2.7731 2.6587 2.4385 0.032 0.023 -0.019
S -2.1398 -0.3486 2.7221 0.046 0.263 -0.143
N -0.2602 -2.7305 0.6697 -0.183 0.183 0.192
N -1.0682 1.3406 1.0227 -0.312 -0.186 0.331
C -1.2558 -3.0013 -0.3887 0.013 -0.030 -0.004
C 1.0894 -3.0698 0.1733 0.049 -0.171 0.084
C 1.6441 -1.9225 -0.6020 0.029 0.064 -0.018
C 3.3323 -0.9593 -2.0138 0.011 -0.042 -0.020
C -1.9250 1.2069 2.0214 0.153 -0.172 -0.080
C -1.9843 3.4803 1.1206 -0.025 0.004 0.015
C -1.5120 5.2189 -0.4348 0.011 -0.032 0.008
C -0.5875 -3.5334 1.8585 -0.011 0.021 -0.007
C 1.8187 0.4472 -0.7769 -0.053 0.033 0.046
C -1.1306 2.5994 0.4390 -0.024 0.053 0.109
C -0.5134 3.0313 -0.7325 0.012 0.001 -0.058
C 1.1368 -0.6584 -0.2769 0.049 0.113 -0.032
C 2.9017 0.3025 -1.6364 0.004 0.034 -0.009
C -2.1711 4.7908 0.7030 0.013 0.004 -0.012
C -0.7052 4.3347 -1.1524 -0.011 0.022 0.007
C 2.7107 -2.0769 -1.4771 -0.002 0.004 -0.014
H 1.0548 -4.0120 -0.3871 -0.002 0.011 -0.015
H -0.9772 -2.4604 -1.2902 -0.001 -0.009 0.001
H -1.6424 6.2353 -0.7809 -0.001 0.000 -0.005
H -2.8291 5.4547 1.2482 0.000 0.001 -0.002
H 3.4120 1.1818 -2.0105 -0.007 0.006 0.006
H -1.5939 -3.2885 2.1903 -0.002 -0.005 -0.002
H 1.5297 1.4400 -0.4647 0.026 -0.019 -0.005
H 0.0743 2.3493 -1.3266 -0.017 -0.005 0.014
H -0.2275 4.6689 -2.0641 -0.001 0.005 0.000
H -0.5333 -4.6014 1.6203 0.005 -0.005 0.001
H 4.1616 -1.0735 -2.6997 0.005 -0.001 0.005
H -1.2857 -4.0768 -0.5990 -0.009 0.000 -0.009
H -2.2371 -2.6677 -0.0579 -0.002 0.002 0.001
H 0.1142 -3.3015 2.6565 -0.007 0.007 0.003
H 3.0707 -3.0700 -1.7238 -0.001 -0.001 0.003
H 1.7221 -3.2350 1.0486 -0.016 -0.023 0.014
```
Forces are in eV/Å.

Its HOMO-LUMO gap is 8.371 eV. As for the multiplicity: 1. The HOMO energy comes out at -7.746 eV. The net charge is 0. The relative energy (zero: lowest compared OMol25 entry of this formula, charge and spin) comes out at 0.000 eV.

Löwdin atomic charge list, values in e, 2 entries: number 1, Pd, carries 0.76; number 2, S, carries 1.04

(3)
Computed, not measured: C16H16N4O2Pd as an isolated structure, with the ωB97M-V functional and the def2-TZVPD basis.

Structure (XYZ):
```
39
Properties=species:S:1:pos:R:3:forces:R:3
Pd -0.9233 0.2346 0.2016 -0.109 0.026 -0.073
O -3.5870 0.7834 0.9640 -0.073 -0.037 -0.027
O 1.1617 0.1274 0.1605 0.006 -0.026 0.055
N -0.8210 2.2581 0.3113 -0.009 0.019 -0.096
N 0.0175 4.2637 0.3045 0.004 0.007 0.012
N -0.8717 -1.8383 0.1932 0.029 0.079 0.062
N 0.0542 -5.8882 0.3844 0.026 -0.009 0.007
C 2.6551 3.4072 -0.4298 0.019 0.012 -0.015
C 4.3166 1.7023 -0.5261 -0.004 0.007 -0.005
C -1.3224 4.4063 0.5866 -0.002 -0.002 -0.026
C -0.2700 -4.5663 0.3181 -0.019 0.046 -0.007
C 1.6539 2.4676 -0.1291 0.009 0.017 -0.011
C -3.5241 -0.5956 -0.9610 0.001 0.046 -0.059
C 3.9674 3.0546 -0.6305 -0.002 -0.010 0.007
C 1.9934 1.0876 -0.0598 0.020 0.013 -0.020
C -2.8878 0.2165 0.1552 0.076 -0.072 0.138
C -0.2035 -3.8581 -0.8876 -0.014 -0.016 0.028
C -0.9396 -2.5103 1.3479 -0.040 -0.050 0.001
C 0.3048 2.9481 0.1435 0.009 -0.006 0.031
C -0.6554 -3.8511 1.4579 0.002 -0.023 -0.031
C 3.3641 0.7578 -0.2503 -0.007 -0.003 -0.012
C -0.5041 -2.5166 -0.8981 0.042 -0.020 -0.041
C -1.8339 3.1559 0.5847 0.042 0.020 0.065
H -3.3341 -1.6554 -0.7830 -0.012 -0.003 0.003
H -0.7262 -4.3370 2.4218 0.002 -0.002 -0.001
H 4.7083 3.8058 -0.8659 0.001 -0.002 -0.002
H -0.4495 -1.9477 -1.8165 0.028 0.006 0.019
H -1.2402 -1.9387 2.2154 0.011 0.015 -0.007
H 0.0904 -4.3492 -1.8056 0.001 -0.003 0.002
H 5.3464 1.3982 -0.6720 0.000 -0.002 0.002
H -1.7748 5.3646 0.7638 -0.002 -0.001 -0.004
H 0.6922 5.0044 0.2763 0.014 -0.007 0.015
H 2.4013 4.4568 -0.5303 -0.020 -0.002 -0.003
H 3.6185 -0.2919 -0.1757 0.005 0.000 0.001
H -2.8319 2.8179 0.7907 0.004 0.001 -0.010
H 0.1673 -6.4140 -0.4626 -0.009 -0.003 -0.001
H -4.5987 -0.4155 -0.9994 0.002 0.008 0.008
H -0.1556 -6.4086 1.2161 -0.008 -0.004 -0.003
H -3.0587 -0.3367 -1.9142 -0.022 -0.022 -0.006
```
Forces are in eV/Å.

Its HOMO-LUMO gap is 7.518 eV. As for the multiplicity: 1. The HOMO energy comes out at -6.954 eV. The net charge is 0. The relative energy (zero: lowest compared OMol25 entry of this formula, charge and spin) comes out at 0.000 eV.

Löwdin atomic charge list, values in e, 2 entries: number 1, Pd, carries 0.92; number 2, O, carries -0.04

(4)
Computed, not measured: C16H16N4O2S5SbTc as an isolated structure at a distorted geometry, with the ωB97M-V functional and the def2-TZVPD basis.

Structure (XYZ):
```
45
Properties=species:S:1:pos:R:3:forces:R:3
Sb 0.3788 3.4664 3.3741 -0.615 -0.096 0.120
Tc -0.5375 1.2207 0.4256 -0.259 -0.224 -1.207
S 1.9190 3.8348 1.6426 0.525 0.342 -0.078
S 1.2871 2.5516 0.0612 0.341 0.112 -0.077
S -1.5650 4.5715 2.0965 0.237 0.381 0.397
S -1.1232 4.4694 0.2081 -0.024 -0.528 0.179
S -0.6801 1.3517 2.5259 0.029 0.065 0.752
O 0.4115 -0.3641 -0.0781 0.061 0.019 0.010
O -1.7627 2.7614 -0.2200 0.226 0.218 -0.227
N -2.0342 -0.0777 -0.0201 -0.221 -0.022 0.353
N -1.6350 -1.4034 -0.1045 0.053 -0.091 0.048
N 2.7594 0.7842 -1.2051 0.061 0.123 -0.074
N 3.8003 1.6046 0.7003 -0.058 -0.054 0.037
C 4.9231 0.8924 0.4687 0.045 -0.013 0.010
C -0.3709 -3.9538 -0.0657 0.008 -0.006 -0.014
C 2.4080 -4.0171 -0.1632 0.009 -0.010 -0.005
C -3.3084 0.1579 -0.1745 0.097 -0.071 -0.088
C -0.3510 -1.4799 -0.1008 -0.104 0.048 0.073
C -3.8530 3.9504 -0.7034 -0.035 -0.026 -0.036
C 3.8473 0.0599 -1.4558 -0.023 0.061 0.002
C -3.7981 1.5089 -0.2915 0.170 0.033 -0.056
C 0.3552 -2.7635 -0.1119 -0.014 -0.031 -0.048
C 2.7538 1.5425 -0.1370 -0.080 -0.153 -0.046
C -3.1354 2.6775 -0.3787 -0.325 -0.036 -0.073
C 4.9777 0.0895 -0.6372 -0.007 -0.007 0.022
C 1.7476 -2.8009 -0.1598 -0.027 0.009 0.008
C 1.6821 -5.1998 -0.1225 0.002 -0.003 0.004
C -4.2755 -0.9671 -0.3170 0.000 -0.008 -0.028
C 0.2943 -5.1665 -0.0730 0.011 0.005 -0.004
H -4.8607 1.5892 -0.4712 -0.004 0.001 0.035
H -1.4505 -3.9196 -0.0249 0.001 0.008 0.000
H -4.0402 -1.5505 -1.2082 -0.007 0.007 -0.009
H -4.1827 4.4584 0.2051 0.054 0.044 0.003
H 2.1983 -6.1503 -0.1276 0.003 0.000 0.001
H 3.8163 -0.5533 -2.3486 0.003 -0.017 0.003
H 3.7259 2.2064 1.5201 0.001 0.052 -0.006
H -0.2686 -6.0890 -0.0396 0.000 -0.001 0.001
H -4.1733 -1.6474 0.5289 -0.003 -0.001 -0.004
H -3.2288 4.6371 -1.2713 -0.094 -0.059 -0.049
H -5.2949 -0.5992 -0.3809 -0.003 -0.010 0.004
H -4.7337 3.7203 -1.2978 -0.034 -0.023 0.052
H 2.3019 -1.8725 -0.1901 -0.014 -0.020 0.013
H 5.7261 1.0073 1.1835 0.004 -0.010 -0.004
H 5.8610 -0.4885 -0.8630 0.003 -0.002 0.004
H 3.4888 -4.0498 -0.1976 0.006 -0.005 0.000
```
Forces are in eV/Å.

Its HOMO-LUMO gap is 6.433 eV. As for the multiplicity: 1. The HOMO energy comes out at -13.613 eV. The net charge is +2. The relative energy (zero: lowest compared OMol25 entry of this formula, charge and spin) comes out at 0.000 eV.

Löwdin atomic charge list, values in e, 2 entries: number 1, Sb, carries 0.65; number 2, Tc, carries 0.85